DFT (wB97M-V/def2-TZVPD) results for an isolated ion of composition C5H13N2 and charge +1 at a distorted geometry.

Structure (XYZ):
```
20
Properties=species:S:1:pos:R:3:nbo_charge:R:1
C -1.176 -1.216 0.623 -0.277
C -1.479 -0.167 -0.371 0.035
C 2.172 -0.614 0.832 -0.611
C 1.682 1.182 -0.734 -0.655
C 1.128 -0.117 -0.268 0.014
N -0.392 -0.021 0.529 -0.386
N -2.722 0.668 -0.192 -0.689
H -1.650 -1.384 1.584 0.220
H -0.868 -2.221 0.342 0.229
H -1.514 -0.322 -1.521 0.219
H 3.135 -0.409 0.332 0.226
H 2.070 -0.058 1.784 0.228
H 2.036 -1.584 1.075 0.209
H 2.721 1.006 -1.144 0.249
H 1.787 2.049 0.033 0.242
H 1.096 1.533 -1.607 0.210
H 1.060 -0.771 -1.057 0.186
H -3.101 0.378 0.751 0.449
H -3.397 0.448 -0.979 0.459
H -2.587 1.619 -0.012 0.442
```

Values from the calculation:
**Energy above the lowest of the compared OMol25 structures with the same formula, charge and spin**: 95.85 kcal/mol
**HOMO**: -14.235 eV
**Structure (SMILES)**: CC(C)N1C[C@H]1[NH3+]
**Net charge**: +1